C25H47AsO6P2PdS2Si3 | ωB97M-V with the def2-TZVPD basis set

Last column: Löwdin charge in e.
Positions of all 87 atoms, in Å:
1 Pd -0.11 -0.74 -1.07  0.067
2 C 0.46 -1.58 3.11  -0.279
3 P -0.22 -1.66 1.40  0.889
4 C 0.00 -3.47 1.13  -0.297
5 C -2.04 -1.66 1.74  -0.363
6 C -2.61 -2.41 2.77  -0.104
7 C -3.98 -2.46 2.96  -0.110
8 C -4.81 -1.76 2.09  -0.113
9 C -4.26 -1.00 1.07  -0.103
10 C -2.88 -0.93 0.89  -0.355
11 P -2.07 0.14 -0.38  0.778
12 C -3.50 0.64 -1.44  -0.278
13 C -1.88 1.66 0.60  -0.251
14 H 0.20 -2.45 3.71  0.023
15 H 0.11 -0.66 3.59  0.045
16 H 1.54 -1.50 3.02  0.016
17 H -0.33 -4.07 1.98  0.026
18 H 1.06 -3.65 0.93  0.029
19 H -0.56 -3.75 0.24  -0.004
20 H -1.96 -2.96 3.44  0.087
21 H -4.40 -3.05 3.77  0.089
22 H -5.89 -1.80 2.21  0.089
23 H -4.92 -0.45 0.41  0.081
24 H -4.25 1.21 -0.88  0.028
25 H -3.95 -0.23 -1.91  0.027
26 H -3.09 1.28 -2.22  0.028
27 H -2.81 1.96 1.10  0.039
28 H -1.52 2.45 -0.06  0.029
29 H -1.08 1.50 1.33  0.018
30 O 2.03 0.57 -1.49  -0.444
31 S 1.98 2.03 -1.39  0.443
32 O 2.37 2.67 -2.64  -0.372
33 O 0.76 2.57 -0.83  -0.334
34 C 3.32 2.52 -0.24  -0.193
35 C 4.22 3.43 -0.79  -0.081
36 C 5.27 3.95 -0.06  -0.108
37 C 5.44 3.55 1.26  -0.109
38 C 4.56 2.64 1.81  -0.080
39 C 3.50 2.11 1.08  -0.199
40 S 2.51 0.88 1.99  0.415
41 O 2.98 0.98 3.37  -0.380
42 O 2.84 -0.40 1.38  -0.370
43 O 1.12 1.29 1.83  -0.365
44 H 4.05 3.73 -1.82  0.092
45 H 5.95 4.66 -0.52  0.087
46 H 6.26 3.94 1.85  0.087
47 H 4.67 2.30 2.83  0.093
48 C 4.17 -3.21 -3.87  -0.240
49 Si 3.41 -1.76 -2.91  0.281
50 C 4.45 -1.52 -1.38  -0.221
51 C 3.52 -0.28 -4.05  -0.219
52 As 1.26 -2.40 -2.21  0.786
53 Si 0.76 -4.50 -3.01  0.221
54 C -1.01 -4.94 -2.51  -0.233
55 C 0.84 -4.91 -4.85  -0.237
56 C 1.97 -5.73 -2.20  -0.242
57 Si -0.41 -0.95 -3.54  0.262
58 C -2.09 -1.82 -3.72  -0.238
59 C -0.54 0.94 -3.70  -0.233
60 C 0.29 -1.25 -5.29  -0.241
61 H 5.21 -3.00 -4.11  0.020
62 H 3.64 -3.38 -4.82  0.005
63 H 4.14 -4.14 -3.29  0.003
64 H 5.27 -0.83 -1.57  0.028
65 H 4.88 -2.47 -1.04  0.020
66 H 3.84 -1.10 -0.57  -0.007
67 H 4.34 0.37 -3.74  0.032
68 H 2.62 0.34 -3.99  -0.007
69 H 3.69 -0.58 -5.09  0.019
70 H -1.66 -4.82 -3.38  0.008
71 H -1.39 -4.31 -1.71  0.001
72 H -1.07 -5.99 -2.19  0.019
73 H 0.08 -4.37 -5.41  0.003
74 H 0.65 -5.98 -4.99  0.022
75 H 1.82 -4.69 -5.27  0.007
76 H 2.55 -5.24 -1.42  0.009
77 H 2.66 -6.13 -2.95  0.010
78 H 1.44 -6.57 -1.75  0.012
79 H -2.61 -1.93 -2.77  -0.007
80 H -1.94 -2.81 -4.15  -0.007
81 H -2.72 -1.25 -4.41  0.023
82 H -0.91 1.46 -2.81  -0.015
83 H -1.18 1.19 -4.56  0.022
84 H 0.45 1.35 -3.90  0.010
85 H 0.32 -2.31 -5.55  -0.014
86 H 1.30 -0.85 -5.41  0.000
87 H -0.36 -0.74 -6.01  0.021

Values from the calculation:
Energy above the lowest of the compared OMol25 structures with the same formula, charge and spin, kcal per mole: 1.8
Maximum force, eV Å⁻¹: 0.562
Orbital gap, eV: 5.54
Molecular weight, g mol⁻¹: 835.327
Total charge: -2